Record 1
Formula: C16H27NO3S
Source: the OMol25 dataset
Level of theory: ωB97M-V/def2-TZVPD

Last column: Löwdin charge in e.
Cartesian coordinates (Å):
C1 5.718 -2.443 -0.874  -0.088
C2 5.152 -2.509 0.524  -0.188
O1 4.041 -1.560 0.840  0.016
C3 2.834 -1.747 0.273  -0.635
O2 2.354 -2.864 0.085  0.111
O3 2.140 -0.640 0.428  0.050
C4 1.371 -0.311 -0.639  -0.727
S1 2.025 -0.538 -2.194  0.699
N1 0.091 0.074 -0.373  0.016
C5 -0.542 1.117 -1.294  -0.213
C6 -1.178 2.404 -0.596  -0.116
C7 -1.631 3.326 -1.824  -0.147
C8 -2.700 2.634 -2.805  -0.149
C9 -1.987 1.361 -3.439  -0.164
C10 -1.621 0.388 -2.235  -0.123
C11 -0.540 -0.306 0.972  -0.245
C12 -0.303 0.659 2.118  -0.112
C13 -0.809 -0.047 3.483  -0.132
C14 -2.274 -0.537 3.392  -0.203
C15 -2.394 -1.543 2.284  -0.184
C16 -1.981 -0.779 0.985  -0.140
H1 5.903 -1.364 -1.079  0.098
H2 6.617 -3.061 -0.923  0.074
H3 5.062 -3.018 -1.596  0.097
H4 6.027 -2.136 1.129  0.132
H5 4.811 -3.498 0.828  0.118
H6 0.184 1.465 -2.098  0.117
H7 -2.095 2.261 0.048  0.120
H8 -0.459 2.890 -0.015  0.076
H9 -0.689 3.612 -2.277  0.104
H10 -2.014 4.217 -1.479  0.061
H11 -3.668 2.286 -2.446  0.102
H12 -2.962 3.286 -3.603  0.077
H13 -2.799 0.876 -3.962  0.096
H14 -1.140 1.575 -4.016  0.086
H15 -2.562 0.265 -1.738  0.090
H16 -1.436 -0.480 -2.698  0.059
H17 0.066 -1.186 1.258  0.151
H18 0.699 0.949 2.333  0.097
H19 -0.786 1.637 1.874  0.104
H20 -0.639 0.623 4.251  0.078
H21 -0.170 -0.842 3.697  0.091
H22 -2.484 -0.997 4.326  0.094
H23 -2.933 0.305 3.349  0.108
H24 -1.941 -2.515 2.427  0.116
H25 -3.443 -1.813 2.121  0.111
H26 -2.133 -1.462 0.218  0.091
H27 -2.782 -0.016 0.964  0.124

Computed properties:
ΔE to the lowest compared entry with this formula, charge and spin = 55.6 kcal per mole
HOMO = -8.3 eV
orbital gap = 9.09 eV
E_tot = -35495.7941 eV

Record 2
Formula: C39H30AsMoN4O6S9
Source: the OMol25 dataset
Level of theory: ωB97M-V/def2-TZVPD

Last column: Löwdin charge in e.
Cartesian coordinates (Å):
Mo1 -0.471 -1.547 -0.460  1.034
S1 -3.599 0.101 -3.466  0.534
C1 -2.608 -0.207 -2.198  -1.768
S2 -3.010 -1.162 -0.815  0.479
S3 -0.962 0.293 -2.034  0.491
C2 -2.740 -2.407 2.538  -0.117
C3 -2.207 -3.448 1.624  -0.618
N1 -1.638 -3.242 0.472  -0.123
C4 -1.376 -4.396 -0.223  -0.331
C5 -1.709 -5.532 0.444  -0.312
S4 -2.388 -5.134 1.970  1.078
C6 -0.915 -4.252 -1.583  -0.353
C7 -0.599 -5.248 -2.448  -0.320
S5 -0.175 -4.584 -3.959  1.133
C8 -0.525 -3.002 -3.388  -0.577
N2 -0.857 -2.977 -2.117  -0.061
C9 -0.511 -1.878 -4.351  -0.107
H1 -1.968 -2.037 3.212  0.036
H2 -3.560 -2.814 3.127  0.075
H3 -3.097 -1.551 1.963  0.039
H4 -1.599 -6.552 0.132  0.077
H5 -0.529 -6.301 -2.257  0.084
H6 -0.308 -2.255 -5.351  0.077
H7 0.280 -1.179 -4.096  0.036
H8 -1.464 -1.346 -4.346  0.025
C10 -4.925 3.466 3.949  -0.110
C11 -3.651 4.009 3.890  -0.099
C12 -2.697 3.469 3.038  -0.095
C13 -3.011 2.380 2.235  -0.348
C14 -4.291 1.833 2.316  -0.135
C15 -5.248 2.374 3.157  -0.098
As1 -1.840 1.532 0.863  1.242
C16 -2.607 2.704 -0.507  -0.331
C17 -3.829 2.556 -1.140  -0.134
C18 -4.195 3.435 -2.149  -0.099
C19 -3.335 4.456 -2.523  -0.086
C20 -2.121 4.626 -1.877  -0.028
C21 -1.747 3.756 -0.859  -0.198
C22 -0.513 3.819 -0.071  -0.188
C23 0.491 4.773 -0.195  -0.025
C24 1.599 4.730 0.635  -0.090
C25 1.725 3.730 1.587  -0.097
C26 0.738 2.765 1.710  -0.138
C27 -0.381 2.809 0.894  -0.358
H9 -5.666 3.893 4.612  0.093
H10 -3.405 4.867 4.504  0.096
H11 -1.702 3.896 2.994  0.096
H12 -4.521 0.972 1.694  0.087
H13 -6.245 1.953 3.196  0.097
H14 -4.485 1.740 -0.862  0.092
H15 -5.140 3.305 -2.659  0.101
H16 -3.610 5.129 -3.325  0.097
H17 -1.465 5.435 -2.173  0.101
H18 0.415 5.565 -0.929  0.102
H19 2.380 5.473 0.528  0.097
H20 2.593 3.705 2.233  0.097
H21 0.828 1.969 2.439  0.076
S6 0.011 -0.829 2.011  0.604
C28 1.376 -1.489 2.800  -0.614
N3 2.419 -2.093 2.193  0.093
C29 3.377 -2.743 2.875  -0.044
C30 3.399 -2.755 4.239  -0.059
C31 2.399 -2.040 4.922  -0.061
C32 1.411 -1.418 4.211  -0.099
H22 2.541 -2.134 1.155  0.066
H23 4.105 -3.249 2.260  0.140
H24 4.158 -3.300 4.778  0.102
H25 2.406 -1.995 6.002  0.106
H26 0.608 -0.877 4.687  0.099
O1 1.728 -3.833 -1.934  -0.342
S7 2.111 -3.522 -0.589  0.321
O2 2.381 -4.692 0.224  -0.316
O3 0.863 -2.857 0.100  -0.603
O4 3.164 -2.511 -0.399  -0.359
O5 4.154 -2.728 -3.498  -0.275
S8 3.407 -1.518 -3.656  0.665
O6 2.971 -1.226 -5.000  -0.314
N4 2.123 -1.201 -2.628  -0.082
C33 2.526 -0.413 -1.687  -0.768
S9 1.537 0.092 -0.405  0.651
C34 3.839 0.239 -1.856  -0.223
C35 4.394 1.254 -1.091  -0.024
C36 5.577 1.822 -1.544  -0.078
C37 6.195 1.367 -2.702  -0.083
C38 5.640 0.334 -3.449  -0.039
C39 4.449 -0.200 -3.015  -0.192
H27 3.896 1.597 -0.195  0.093
H28 6.019 2.645 -0.998  0.098
H29 7.105 1.835 -3.051  0.098
H30 6.109 -0.027 -4.352  0.116

Computed properties:
ΔE to the lowest compared entry with this formula, charge and spin = 4.3 kcal per mole
HOMO = -4.9 eV
orbital gap = 6.30 eV
E_tot = -219391.3582 eV
net charge = -1

Record 3
Formula: C17H34NOPSiTl
Source: the OMol25 dataset
Level of theory: ωB97M-V/def2-TZVPD

Last column: Löwdin charge in e.
Cartesian coordinates (Å):
Tl1 -1.073 -1.149 1.208  0.584
C1 2.637 2.070 -1.318  -0.074
C2 2.197 0.934 -0.446  -0.303
C3 1.622 1.096 0.762  -0.131
C4 1.347 -0.022 1.629  -0.343
C5 2.192 -1.159 1.362  -0.218
C6 2.761 -1.339 0.155  -0.121
C7 2.339 -0.462 -0.985  -0.341
H1 3.626 1.866 -1.735  0.068
H2 2.696 3.002 -0.756  0.065
H3 1.952 2.219 -2.158  0.051
H4 1.422 2.093 1.142  0.102
H5 1.246 0.226 2.688  0.024
H6 2.425 -1.837 2.180  0.089
H7 3.452 -2.149 -0.041  0.079
H8 3.087 -0.501 -1.785  0.108
N1 -3.393 0.734 -2.579  0.142
C8 -2.665 0.408 -1.465  -0.580
O1 -2.331 -0.751 -1.295  -0.090
C9 -2.374 1.543 -0.531  -0.266
C10 -2.333 1.083 0.938  -0.316
H9 -3.504 0.029 -3.290  0.099
H10 -3.540 1.692 -2.841  0.087
H11 -3.104 2.355 -0.726  0.095
H12 -1.381 1.920 -0.803  0.108
H13 -3.388 0.921 1.236  0.004
H14 -2.014 1.958 1.522  -0.006
C11 -0.572 -2.334 -3.877  -0.183
Si1 0.693 -0.971 -3.420  0.570
C12 2.323 -1.339 -4.366  -0.194
C13 0.049 0.655 -4.210  -0.172
C14 0.965 -0.971 -1.550  -0.220
H15 -0.880 -2.310 -4.920  0.014
H16 -1.454 -2.219 -3.258  0.003
H17 -0.170 -3.322 -3.677  0.018
H18 2.135 -1.587 -5.408  0.014
H19 2.858 -2.169 -3.916  0.019
H20 2.985 -0.479 -4.347  0.014
H21 -0.024 0.572 -5.292  0.018
H22 0.708 1.489 -3.991  0.004
H23 -0.934 0.912 -3.830  -0.004
H24 0.183 -0.377 -1.068  0.024
H25 0.816 -1.996 -1.193  0.069
C15 -0.676 1.487 4.621  -0.291
P1 -1.027 -0.272 4.179  0.733
C16 0.128 -1.078 5.388  -0.297
C17 -2.585 -0.517 5.156  -0.305
H26 -0.817 1.684 5.684  0.029
H27 -1.334 2.123 4.035  0.024
H28 0.352 1.707 4.341  0.028
H29 -0.019 -0.687 6.395  0.028
H30 1.152 -0.899 5.069  0.027
H31 -0.046 -2.153 5.384  0.030
H32 -2.487 -0.178 6.186  0.026
H33 -2.830 -1.577 5.146  0.028
H34 -3.392 0.022 4.668  0.028

Computed properties:
ΔE to the lowest compared entry with this formula, charge and spin = 3.6 kcal per mole
HOMO = -2.3 eV
orbital gap = 5.10 eV
E_tot = -43578.4119 eV
net charge = -1

Record 4
Formula: C3H14NO3S
Source: the OMol25 dataset
Level of theory: ωB97M-V/def2-TZVPD

Last column: Löwdin charge in e.
Cartesian coordinates (Å):
C1 -2.200 0.293 0.543  -0.311
C2 -2.268 0.389 -0.982  -0.769
S1 -0.638 0.499 -1.852  0.123
C3 -2.108 1.662 1.273  -0.324
N1 -1.169 1.796 2.388  -0.018
H1 -1.320 -0.229 0.938  0.080
H2 -3.010 -0.297 0.951  0.079
H3 -2.887 1.256 -1.319  0.037
H4 -2.905 -0.443 -1.283  0.025
H5 -3.139 1.861 1.630  0.094
H6 -1.975 2.486 0.564  0.088
H7 -0.249 1.526 2.091  0.044
H8 -1.343 2.589 2.975  0.042
H9 3.127 -0.585 -0.574  0.049
H10 1.638 -0.872 -1.176  -0.033
O1 2.319 -1.133 -0.531  -0.105
H11 2.479 -3.189 -0.803  -0.008
H12 2.323 -4.727 -0.328  0.010
O2 2.359 -4.115 -1.053  -0.071
H13 2.968 1.358 1.092  0.044
H14 2.177 0.092 1.553  0.009
O3 2.701 0.831 1.874  -0.086

Computed properties:
ΔE to the lowest compared entry with this formula, charge and spin = 37.8 kcal per mole
HOMO = -2.8 eV
orbital gap = 6.10 eV
E_tot = -21806.6972 eV
net charge = -1

Record 5
Formula: C5H15N3
Source: the OMol25 dataset
Level of theory: ωB97M-V/def2-TZVPD

Last column: Löwdin charge in e.
Cartesian coordinates (Å):
C1 1.505 0.360 -0.010  -0.215
C2 -0.826 -1.864 -0.852  -0.063
C3 -0.610 1.886 0.183  -0.011
C4 -1.021 -0.381 -0.999  -0.182
C5 -0.458 0.405 0.144  -0.367
N1 2.207 0.741 0.990  0.236
N2 2.127 -0.135 -1.022  0.238
N3 -0.826 -0.263 1.389  0.200
H1 -1.307 -2.341 0.018  0.080
H2 0.234 -2.122 -0.566  0.108
H3 -1.274 -2.529 -1.621  0.131
H4 -1.669 2.132 -0.075  0.128
H5 0.115 2.314 -0.509  0.115
H6 -0.588 2.252 1.258  0.128
H7 -2.021 0.045 -0.950  0.149
H8 -0.799 -0.052 -1.955  0.120
H9 1.817 1.017 1.806  0.090
H10 3.183 0.874 1.065  0.155
H11 1.674 -0.570 -1.849  0.172
H12 3.094 -0.244 -0.797  0.147
H13 -0.932 -1.335 1.144  0.177
H14 -1.688 0.232 1.840  0.237
H15 -0.084 -0.127 2.201  0.226

Computed properties:
ΔE to the lowest compared entry with this formula, charge and spin = 89.0 kcal per mole
HOMO = -19.5 eV
orbital gap = 11.88 eV
E_tot = -9879.7023 eV
net charge = +2

Question: Which of these has the lowest E_tot?
Answer: C39H30AsMoN4O6S9

Question: Which value of ΔE to the lowest compared entry with this formula, charge and spin does entry 1 give?
Answer: 55.6 kcal per mole

Question: What is the E_tot in the fifth record?
Answer: -9879.7023 eV

Question: Look up the E_tot of the fourth one.
Answer: -21806.6972 eV